49
Properties=species:S:1:pos:R:3 method="wB97M-V/def2-TZVPD" orbital_gap_ha="0.22411 / 0.24980" multiplicity=2 total_charge=+1 homo_energy_ev="-11.3 / -12.0"
O 0.244 3.723 3.503
P 0.952 3.137 2.285
O 2.486 3.938 2.201
O 1.207 1.430 2.390
C 0.037 3.564 0.645
C 1.208 4.004 -0.390
C 1.304 5.416 -1.008
C 2.535 5.676 -1.954
C 3.559 4.536 -2.186
C 3.334 3.154 -1.528
N 2.190 2.954 -0.665
H 3.201 3.288 2.019
H 2.005 1.173 1.871
H -0.555 2.669 0.233
H -0.675 4.461 0.799
H 0.531 6.231 -0.774
H 2.625 6.718 -2.423
H 4.497 4.664 -2.841
H 4.067 2.276 -1.670
H 2.076 2.024 -0.228
C -2.903 -2.125 1.280
C -2.133 -1.590 0.042
C -2.572 -2.347 -1.232
C -2.028 -3.769 -1.323
C -0.514 -3.786 -1.139
C -0.066 -3.072 0.154
N -0.655 -1.703 0.292
O -0.009 -0.887 -0.596
C -0.435 -3.949 1.374
C 1.486 -3.047 0.195
C -2.611 -0.124 -0.084
H -2.298 -2.064 2.189
H -3.803 -1.538 1.487
H -3.244 -3.154 1.156
H -2.235 -1.798 -2.123
H -3.665 -2.377 -1.292
H -2.511 -4.411 -0.580
H -2.280 -4.196 -2.298
H -0.168 -4.824 -1.136
H -0.047 -3.311 -2.009
H -0.184 -3.448 2.314
H 0.116 -4.895 1.358
H -1.487 -4.231 1.413
H 1.923 -2.549 -0.676
H 1.889 -4.062 0.207
H 1.845 -2.540 1.098
H -2.330 0.461 0.798
H -3.698 -0.077 -0.179
H -2.211 0.377 -0.971

---

99
Properties=species:S:1:pos:R:3 method="wB97M-V/def2-TZVPD" orbital_gap_ha="0.10623 / 0.10773" multiplicity=2 total_charge=-2 homo_energy_ev="1.5 / 1.4"
Hg -0.364 0.090 -0.145
C 1.103 -6.105 -0.221
C -0.066 -5.526 -1.006
C -0.559 -4.258 -0.412
C -1.605 -4.020 0.397
C -2.540 -5.042 0.964
C -3.834 -5.138 0.169
C -1.666 -2.599 0.703
C -2.506 -1.989 1.540
C -2.502 -0.530 1.879
C -3.389 0.042 2.798
C -4.453 -0.651 3.594
C -3.885 -1.367 4.809
C -3.062 1.415 2.827
C -1.993 1.559 1.936
C -1.306 2.858 1.672
C -0.284 3.041 0.834
N 0.274 2.056 0.071
C 1.276 2.610 -0.540
C 2.230 1.966 -1.464
C 2.198 0.641 -1.672
N 1.353 -0.293 -1.154
C 1.706 -1.504 -1.672
C 1.150 -2.713 -1.489
C -0.024 -2.890 -0.615
N -0.676 -1.965 0.018
C 2.865 -1.327 -2.543
C 3.157 -0.021 -2.552
C 4.247 0.665 -3.315
C 5.493 0.890 -2.468
C 3.565 -2.426 -3.284
C 4.501 -3.230 -2.390
C 1.447 4.056 -0.252
C 0.438 4.279 0.603
C 0.074 5.585 1.239
C 0.616 5.713 2.657
C 2.473 4.974 -0.812
C 3.812 4.843 -0.099
N -1.670 0.389 1.387
C -3.719 2.480 3.650
C -3.032 2.664 4.993
H 1.437 -7.041 -0.680
H 0.814 -6.322 0.813
H 1.955 -5.418 -0.199
H -0.872 -6.269 -1.031
H 0.220 -5.377 -2.052
H -2.762 -4.823 2.015
H -2.062 -6.029 0.973
H -4.378 -4.188 0.167
H -4.488 -5.900 0.605
H -3.637 -5.421 -0.871
H -3.255 -2.578 2.045
H -4.982 -1.361 2.948
H -5.203 0.076 3.922
H -3.170 -2.146 4.521
H -4.690 -1.844 5.377
H -3.365 -0.672 5.476
H -1.675 3.699 2.237
H 2.964 2.589 -1.944
H 1.544 -3.588 -1.974
H 3.894 1.620 -3.721
H 4.531 0.080 -4.196
H 5.282 1.515 -1.594
H 6.265 1.390 -3.061
H 5.906 -0.061 -2.114
H 4.155 -2.022 -4.113
H 2.835 -3.093 -3.759
H 5.269 -2.590 -1.945
H 5.006 -4.005 -2.976
H 3.962 -3.727 -1.576
H -1.015 5.717 1.243
H 0.460 6.422 0.647
H 0.214 4.938 3.318
H 0.342 6.686 3.077
H 1.709 5.637 2.670
H 2.141 6.014 -0.731
H 2.600 4.796 -1.885
H 3.716 5.077 0.967
H 4.537 5.539 -0.531
H 4.224 3.833 -0.188
H -4.773 2.225 3.805
H -3.721 3.424 3.096
H -3.069 1.746 5.588
H -3.527 3.455 5.565
H -1.980 2.941 4.870
C 0.060 -0.062 -4.330
S -0.125 0.060 -2.534
C -1.326 1.413 -2.567
O -0.846 -1.172 -2.071
H -0.909 -0.267 -4.792
H 0.749 -0.879 -4.554
H 0.470 0.873 -4.718
H -0.867 2.297 -3.016
H -1.620 1.642 -1.540
H -2.208 1.116 -3.139
O -2.287 0.543 -0.343
H -2.830 0.533 -1.171
H -2.918 0.829 0.365
H 0.454 -1.093 -1.027

---

21
Properties=species:S:1:pos:R:3 method="wB97M-V/def2-TZVPD" smiles="CC(C)=N.COP(O)O" orbital_gap_ha=0.34275 de_lowest_kj_mol=43.57 homo_energy_ev=-8.5
C 0.589 3.493 -0.243
C 0.380 2.036 -0.318
C -0.591 1.675 -1.383
N 0.939 1.214 0.408
H -0.360 4.028 -0.166
H 0.932 3.736 -1.260
H 1.303 3.752 0.481
H -0.728 0.646 -1.409
H -1.374 2.362 -1.254
H -0.110 2.045 -2.257
H 1.426 1.626 1.192
C -1.881 -2.716 0.841
O -0.559 -2.070 0.851
P 0.676 -2.750 -0.054
O 1.133 -3.950 0.905
O 1.668 -1.496 0.263
H -1.725 -3.512 0.260
H -2.540 -2.039 0.433
H -2.097 -2.909 1.880
H 1.759 -4.507 0.368
H 1.160 -0.666 0.463

---

8
Properties=species:S:1:pos:R:3 method="wB97M-V/def2-TZVPD" orbital_gap_ha="0.29963 / 0.29711" de_lowest_kj_mol=342.65 homo_energy_ev="-8.7 / -8.6"
C -0.018 -0.377 0.647
C -2.117 -1.478 -1.030
F -0.730 -0.051 1.694
F -1.982 -0.757 -2.136
F -3.243 -1.290 -0.439
I 0.980 -2.184 1.026
I -1.462 -3.440 -1.340
H 0.671 0.348 0.181

---

Repeat the fourth record exactly.
8
Properties=species:S:1:pos:R:3 method="wB97M-V/def2-TZVPD" orbital_gap_ha="0.29963 / 0.29711" de_lowest_kj_mol=342.65 homo_energy_ev="-8.7 / -8.6"
C -0.018 -0.377 0.647
C -2.117 -1.478 -1.030
F -0.730 -0.051 1.694
F -1.982 -0.757 -2.136
F -3.243 -1.290 -0.439
I 0.980 -2.184 1.026
I -1.462 -3.440 -1.340
H 0.671 0.348 0.181

---

What did the fourth record say?
8
Properties=species:S:1:pos:R:3 method="wB97M-V/def2-TZVPD" orbital_gap_ha="0.29963 / 0.29711" de_lowest_kj_mol=342.65 homo_energy_ev="-8.7 / -8.6"
C -0.018 -0.377 0.647
C -2.117 -1.478 -1.030
F -0.730 -0.051 1.694
F -1.982 -0.757 -2.136
F -3.243 -1.290 -0.439
I 0.980 -2.184 1.026
I -1.462 -3.440 -1.340
H 0.671 0.348 0.181